# C22H21IIrN2

A structure of composition C22H21IIrN2 (the ωB97M-V functional and the def2-TZVPD basis, the Open Molecules 2025 dataset).

```
47
Properties=species:S:1:pos:R:3:forces:R:3:lowdin_charge:R:1
Ir -0.0384 0.4294 -0.5229 0.998 0.799 1.934 1.001
I 0.6429 2.8270 -0.6229 0.133 0.286 -0.172 0.567
N -1.7078 0.4683 -1.6364 -3.056 0.522 -1.668 -0.144
N 0.2179 -1.0560 -1.8267 1.420 -2.308 -2.444 -0.140
C 1.3380 -1.8370 -1.7807 -1.179 0.048 -0.270 -0.070
C -0.1956 -0.8266 4.7709 0.663 0.484 0.984 0.030
C -0.8283 -1.4269 -2.6312 1.966 -1.345 0.386 -0.213
C -3.8288 1.3856 -2.1786 -0.123 0.327 0.201 -0.001
C -0.8031 -2.6113 -3.3719 -0.245 0.669 0.221 0.039
C -1.5770 -2.2136 3.2572 -0.443 -0.551 -0.456 0.024
C 3.5361 4.4657 0.2159 0.457 0.061 0.015 -0.235
C -0.0308 -0.5058 2.3504 -0.729 -0.382 -0.512 -0.152
C -1.9240 -0.5329 -2.5429 -1.571 1.750 0.376 -0.211
C 0.2894 -3.4533 -3.2558 0.251 0.298 0.234 0.011
C 4.6641 3.5116 -0.1892 -0.007 0.248 0.122 -0.165
C 1.4294 0.7131 3.8423 0.605 0.585 -2.136 0.033
C 0.7943 0.1430 4.9601 -1.744 -1.548 1.105 0.035
C -2.6457 1.4345 -1.4606 0.186 -0.919 -0.590 -0.104
C -1.5130 -1.7573 0.8607 0.770 0.993 -0.081 -0.045
C 1.0241 0.3766 2.5569 0.786 0.641 0.534 -0.034
C -4.0842 0.3372 -3.0757 0.076 0.386 0.259 0.010
C -3.1185 -0.6332 -3.2652 0.861 -0.092 0.188 0.040
C 1.3637 -3.0497 -2.4480 0.401 -0.223 0.090 -0.006
C -0.6101 -1.2028 3.4792 0.030 0.037 0.828 -0.101
C -0.5989 -0.7445 1.0550 0.438 0.282 0.071 -0.266
C -1.9925 -2.4990 1.9753 -0.232 -0.719 1.587 0.014
H 2.1332 -1.4312 -1.1567 -0.033 -0.395 -0.273 0.123
H -5.0180 0.3008 -3.6266 0.100 0.040 0.074 0.134
H 4.3511 2.7278 -0.8822 -0.081 0.076 -0.033 0.050
H 3.2098 5.0527 -0.6467 -0.048 0.032 0.129 0.063
H -3.2060 -1.4544 -3.9764 -0.324 0.363 0.190 0.127
H 3.9094 5.1535 0.9858 -0.225 -0.060 -0.225 0.076
H -4.5376 2.1945 -2.0187 -0.020 -0.267 -0.149 0.130
H -2.3563 2.2110 -0.7504 -0.453 -0.152 -0.278 0.079
H -1.8733 -1.9836 -0.1403 -0.093 -0.033 0.208 0.105
H 0.3115 -4.4022 -3.7840 0.075 0.165 0.089 0.135
H 2.2342 1.4386 3.9819 -0.253 -0.243 -0.034 0.142
H 2.6674 3.9464 0.6210 0.210 0.081 0.193 -0.082
H 1.4892 0.8015 1.6651 0.026 0.084 0.459 0.052
H -1.6613 -2.8116 -4.0102 0.351 -0.306 0.138 0.126
H 5.4503 4.0972 -0.6740 -0.007 -0.237 0.042 0.074
H 5.0991 3.0296 0.6886 0.018 -0.007 -0.064 0.063
H -0.6496 -1.3209 5.6364 0.179 0.260 -0.329 0.140
H 1.0725 0.4590 5.9721 -0.086 -0.234 -0.442 0.143
H -1.9609 -2.7636 4.1234 0.072 0.209 -0.453 0.142
H -2.7066 -3.3017 1.8030 0.082 0.154 0.110 0.134
H 2.2391 -3.6856 -2.3261 -0.200 0.143 -0.158 0.129
```
Forces are in eV/Å.

Computed properties:
HOMO-LUMO gap (alpha / beta): 6.685 / 4.430 eV
LUMO (alpha / beta): -0.246 / -0.382 Ha
calculated total energy: -1361.74491 hartree
2S+1: 6
total charge: +2